[1]
71
Properties=species:S:1:pos:R:3:forces:R:3:mulliken_charge:R:1 method="wB97M-V/def2-TZVPD" gap_ha="0.2386 / 0.2507" homo_energy_ha="-0.4078 / -0.4078" relative_energy_kj_mol=24.3 spin_multiplicity=2 fmax_ev_per_a=2.76 total_charge=+1 s2=0.776
O -3.079 2.880 -1.271 0.82 -1.53 -0.28 -0.535
V -2.026 1.751 -0.975 -0.25 0.75 2.65 0.807
N 0.817 0.099 -0.044 1.30 -0.66 1.04 0.397
O -0.327 0.441 -0.547 -0.67 0.52 -0.55 0.276
O 1.371 0.849 0.785 -1.07 -0.47 -1.29 -0.608
O 1.289 -1.003 -0.362 -0.80 1.69 -0.01 -0.507
N -3.142 -0.150 -1.146 0.03 -0.84 -0.20 0.887
C -2.647 -1.315 -0.638 0.79 0.58 -0.47 0.140
C -3.250 -2.550 -0.779 -0.10 0.42 0.47 -0.644
C -4.500 -2.598 -1.355 -0.90 -0.07 -0.10 -0.458
C -5.090 -1.425 -1.810 0.69 -0.11 0.61 -0.792
C -4.352 -0.258 -1.723 -0.82 0.59 -0.43 -0.564
H -1.664 -1.240 -0.193 -0.12 -0.05 0.11 0.217
H -2.775 -3.407 -0.324 -0.01 -0.05 -0.27 0.290
H -5.098 -3.499 -1.417 0.33 -0.19 0.06 0.433
H -6.125 -1.417 -2.113 0.11 0.12 -0.41 0.453
H -4.821 0.624 -2.146 0.36 0.28 0.21 0.471
N 3.959 -2.175 2.336 -0.07 0.18 -0.19 -0.332
C 4.580 -2.597 3.436 0.10 -0.26 0.35 -0.323
C 4.899 -1.789 4.533 0.04 0.27 -0.82 -0.465
C 4.633 -0.440 4.398 -0.97 0.19 0.42 -0.454
C 3.969 0.018 3.268 0.03 -0.11 -0.10 -0.481
C 3.645 -0.883 2.258 0.08 0.45 0.79 0.238
H 4.799 -3.658 3.447 0.03 -0.05 0.10 0.388
H 5.337 -2.136 5.457 0.06 -0.40 -0.16 0.388
H 4.738 0.211 5.259 0.38 0.13 -0.16 0.373
H 3.649 1.048 3.174 0.11 0.05 0.02 0.318
H 3.042 -0.503 1.441 0.27 -0.44 -0.22 0.392
N -0.488 3.331 -0.654 0.19 0.21 0.13 0.296
C 0.371 3.497 -1.672 0.13 -0.66 -0.01 0.166
C 1.226 4.568 -1.777 0.54 -0.08 0.07 -0.834
C 1.256 5.500 -0.761 0.04 0.13 0.31 -0.196
C 0.480 5.289 0.370 -0.13 0.32 -0.83 -1.146
C -0.399 4.224 0.355 -0.76 -0.13 0.03 -0.204
H 0.426 2.685 -2.392 -0.17 0.12 -0.15 0.379
H 1.973 4.632 -2.555 -0.33 -0.07 -0.30 0.491
H 1.894 6.369 -0.852 0.07 -0.05 0.14 0.379
H 0.486 6.030 1.156 -0.11 -0.25 0.24 0.494
H -1.131 4.141 1.147 0.04 -0.24 0.03 0.543
N 0.968 -3.879 -4.290 -0.83 -0.34 -0.48 -0.511
C 0.018 -4.019 -5.240 1.09 0.19 0.06 -0.342
C -1.059 -3.177 -5.380 -1.09 0.72 0.27 -0.447
C -1.247 -2.133 -4.462 1.19 -0.60 0.21 -0.322
C -0.279 -2.013 -3.475 -0.28 0.22 0.40 0.016
C 0.783 -2.913 -3.406 0.41 0.30 -0.59 -0.619
H 0.237 -4.770 -5.988 -0.22 -0.20 0.05 0.364
H -1.789 -3.296 -6.171 0.18 -0.21 -0.13 0.366
H -2.045 -1.407 -4.506 -0.20 -0.14 -0.24 0.438
H -0.337 -1.223 -2.735 0.03 0.02 0.06 0.099
H 1.586 -2.827 -2.683 -0.43 0.45 -0.16 0.858
N -2.610 1.577 1.185 -0.34 0.14 -0.23 0.615
C -1.694 1.548 2.156 1.16 0.25 -0.25 0.130
C -1.951 1.192 3.465 -0.94 -0.29 0.10 -1.320
C -3.263 0.891 3.785 -0.10 -0.41 -0.20 -0.068
C -4.257 0.934 2.801 0.57 0.13 0.69 -1.060
C -3.894 1.309 1.530 0.19 -0.05 -0.51 -0.174
H -0.687 1.842 1.875 0.02 -0.31 -0.15 0.509
H -1.199 1.054 4.226 0.32 0.37 -0.24 0.468
H -3.503 0.557 4.786 -0.09 0.08 0.00 0.415
H -5.258 0.650 3.089 -0.17 0.19 -0.37 0.444
H -4.620 1.394 0.734 -0.03 -0.09 -0.03 0.461
C 4.394 2.382 -0.135 -0.20 -0.14 -0.58 0.628
Cl 4.733 3.351 -1.625 0.10 -0.39 0.67 -0.165
Cl 3.435 3.317 0.993 -0.05 0.35 0.28 -0.120
Cl 5.819 1.715 0.634 0.03 0.25 -0.27 -0.104
H 3.761 1.563 -0.451 0.12 -0.08 -0.05 -0.224
C 1.241 -3.645 0.827 0.60 -0.12 0.29 1.234
Cl 1.947 -4.744 2.017 -0.26 0.13 -0.01 -0.142
Cl -0.531 -3.683 0.925 0.03 0.14 0.20 -0.235
Cl 1.768 -4.059 -0.771 0.19 -0.70 -0.11 -0.171
H 1.613 -2.636 0.974 -0.25 -0.16 0.50 -0.693


[2]
84
Properties=species:S:1:pos:R:3:forces:R:3:mulliken_charge:R:1 method="wB97M-V/def2-TZVPD" gap_ha="0.2384 / 0.2322" homo_energy_ha="-0.0937 / -0.1034" relative_energy_kj_mol=221.2 spin_multiplicity=2 fmax_ev_per_a=2.76 total_charge=-2 s2=0.796
Cs 0.404 0.114 1.107 1.26 1.14 -2.18 2.480
C 4.280 -0.349 4.959 -0.05 0.07 -0.09 -1.733
C 2.874 -0.698 4.567 -0.06 0.01 0.05 0.383
C 1.787 -0.053 5.152 0.13 0.01 0.01 -1.014
C 0.517 -0.313 4.709 -0.18 -0.05 0.01 -0.100
C 0.254 -1.223 3.649 0.31 -0.12 1.23 -0.337
N -0.977 -1.349 3.148 0.08 -0.64 -0.37 0.447
C -2.120 -1.162 3.847 -0.66 0.18 0.66 0.197
C -2.253 -1.635 5.171 0.30 -0.06 -0.21 -0.262
C -3.453 -1.582 5.849 -0.15 0.03 0.06 -1.019
C -4.583 -1.044 5.250 0.01 0.04 -0.02 0.717
C -5.908 -0.971 5.964 0.06 -0.04 -0.07 -1.679
C -4.467 -0.574 3.942 0.03 -0.10 0.18 -0.692
C -3.277 -0.610 3.240 0.25 0.11 -0.20 -1.039
C -3.133 -0.046 1.806 -0.70 0.02 -0.20 1.164
O -1.916 0.357 1.477 -2.65 0.22 0.49 -1.022
C -4.112 1.184 1.608 0.06 0.26 0.00 0.441
F -3.837 1.827 0.457 -0.14 -0.12 0.20 -0.228
F -3.938 2.086 2.602 -0.04 -0.14 -0.16 -0.295
F -5.459 0.937 1.564 0.27 0.01 0.03 -0.296
C -3.641 -1.180 0.841 0.05 -0.05 -0.11 0.287
F -4.918 -1.601 1.106 0.31 0.09 -0.11 -0.317
F -3.637 -0.772 -0.449 -0.09 -0.11 0.22 -0.278
F -2.865 -2.262 0.918 -0.10 0.19 -0.01 -0.127
C 1.370 -1.913 3.072 0.17 -0.22 0.12 -1.383
C 2.634 -1.625 3.552 -0.01 0.03 0.25 -0.089
C 1.155 -2.865 1.859 0.16 -0.88 0.09 2.520
O 0.663 -2.260 0.807 0.01 -2.37 -0.39 -1.318
C 2.523 -3.545 1.429 0.08 0.04 -0.17 0.143
F 3.122 -4.328 2.381 -0.12 0.08 -0.19 -0.320
F 3.438 -2.622 1.071 -0.12 -0.15 -0.01 -0.155
F 2.358 -4.327 0.345 0.11 0.14 0.26 -0.282
C 0.282 -4.097 2.398 -0.11 -0.07 0.15 0.438
F -1.028 -3.844 2.465 0.24 -0.07 -0.04 -0.137
F 0.673 -4.466 3.662 -0.14 0.02 -0.27 -0.334
F 0.390 -5.217 1.641 0.06 0.15 0.12 -0.343
H 4.336 -0.050 6.006 0.03 -0.01 0.01 0.414
H 4.620 0.495 4.351 0.02 0.00 0.03 0.219
H 4.957 -1.186 4.785 0.02 0.00 0.02 0.429
H 1.956 0.686 5.926 -0.02 0.04 -0.03 0.267
H -0.322 0.236 5.118 0.00 0.00 -0.02 0.525
H -1.390 -2.103 5.628 0.00 0.03 0.00 0.463
H -3.513 -1.969 6.862 0.01 0.00 0.00 0.318
H -5.782 -1.058 7.044 0.00 -0.02 0.00 0.386
H -6.574 -1.773 5.634 -0.03 0.02 0.04 0.291
H -6.405 -0.023 5.753 -0.04 -0.01 0.02 0.350
H -5.355 -0.168 3.477 0.03 0.05 -0.06 0.553
H 3.501 -2.115 3.138 -0.06 0.01 0.01 0.426
C 1.084 0.014 -5.308 0.03 0.01 0.15 -1.105
C 2.183 0.068 -4.314 -0.15 -0.03 -0.03 1.090
N 3.442 0.176 -4.592 0.15 -0.01 -0.06 -0.942
N 4.043 0.211 -3.358 -0.20 -0.03 -0.03 0.243
C 3.178 0.142 -2.316 0.08 0.10 -0.16 0.016
S 3.495 0.167 -0.704 0.17 0.03 0.12 -0.173
N 1.967 0.048 -2.963 0.13 0.01 -0.05 0.593
N 0.711 -0.108 -2.403 -0.56 -0.01 0.13 -1.022
H 1.515 -0.060 -6.303 -0.03 0.00 -0.02 0.367
H 0.473 0.914 -5.229 -0.03 -0.02 -0.05 0.217
H 0.438 -0.839 -5.101 -0.01 0.01 -0.03 0.273
H 5.039 0.253 -3.271 0.04 0.03 0.05 0.150
H 0.777 -0.641 -1.538 0.32 -0.27 -0.26 0.007
H 0.316 0.809 -2.171 0.27 0.05 -0.02 0.489
F 1.544 2.083 1.945 1.21 1.85 0.88 -0.591
P 2.662 3.166 2.421 0.26 0.64 0.20 1.409
F 1.465 4.239 2.713 0.00 -0.08 0.01 -0.421
F 3.751 4.281 2.894 -0.10 -0.12 -0.06 -0.394
F 3.844 2.115 2.134 -0.06 -0.09 -0.04 -0.379
F 2.758 3.721 0.897 -0.02 -0.05 0.03 -0.372
F 2.544 2.630 3.942 -0.03 0.01 -0.01 -0.365
C 0.213 5.684 0.041 0.08 -0.05 0.14 -0.946
N 0.460 4.709 -1.003 0.13 0.02 -0.14 0.148
C 1.602 4.992 -1.852 -0.08 -0.10 0.04 -0.992
C -0.085 3.463 -1.006 0.01 0.13 -0.08 0.790
C -1.019 3.138 0.126 0.06 -0.06 -0.03 -0.678
O 0.176 2.664 -1.909 -0.06 0.02 0.11 -0.842
H 0.386 6.678 -0.375 -0.04 0.01 -0.01 0.323
H 0.881 5.537 0.895 -0.02 0.00 -0.04 0.267
H -0.815 5.632 0.389 0.01 0.02 -0.02 0.331
H 1.408 5.866 -2.481 0.00 0.00 0.01 0.286
H 1.787 4.125 -2.478 0.02 0.03 -0.03 0.275
H 2.481 5.177 -1.230 0.00 0.01 -0.01 0.314
H -1.958 3.686 0.025 0.01 0.03 0.00 0.575
H -0.555 3.402 1.075 -0.06 0.01 0.07 0.274
H -1.251 2.076 0.147 -0.16 0.16 -0.13 -0.274


[3]
85
Properties=species:S:1:pos:R:3:forces:R:3:mulliken_charge:R:1 method="wB97M-V/def2-TZVPD" gap_ha=0.2626 homo_energy_ha=-0.4393 relative_energy_kj_mol=0.0 fmax_ev_per_a=8.14 total_charge=+1
C 0.195 2.990 -1.302 -1.27 -4.83 -6.43 -0.590
C 0.078 2.360 -2.486 0.80 2.39 6.51 0.055
C 0.068 1.371 -3.783 0.15 0.31 1.33 -0.809
C -0.180 -0.148 -3.224 0.63 -2.40 1.52 0.615
C 1.046 -0.751 -2.385 -3.86 -2.02 -0.95 -0.339
C 0.856 -2.194 -1.777 -1.24 0.91 -1.41 0.896
C 2.025 -2.859 -0.940 3.85 -0.91 2.36 -0.841
C 3.078 -3.264 -0.260 -5.43 2.86 -2.96 -0.290
C -0.530 -2.941 -2.045 2.65 3.18 -0.51 -0.115
P -0.716 -4.671 -1.248 -2.36 -0.94 0.81 0.342
N -2.254 -5.028 -0.910 1.64 -0.09 -1.31 -0.711
N -1.590 -2.311 -2.836 2.72 2.08 0.42 0.002
C -1.506 -0.969 -3.437 2.91 0.24 1.35 0.168
C -2.749 -0.376 -4.286 0.47 -0.56 0.34 -0.868
C -3.258 1.068 -3.774 -1.71 -0.04 0.16 -0.776
N -3.077 1.273 -2.273 -0.78 -0.04 -0.97 -0.451
H 0.063 3.193 -0.167 0.44 -0.03 -2.86 0.341
H 1.104 1.420 -4.316 -1.89 -0.10 1.11 0.482
H -0.731 1.705 -4.536 1.24 -0.58 1.32 0.286
H 2.012 -0.118 -2.245 -1.94 -1.36 -0.19 0.399
H 3.960 -3.404 0.476 -2.02 0.04 -1.76 0.391
H 0.080 -4.681 -0.029 -0.13 0.68 -1.24 0.003
H -0.077 -5.610 -2.132 0.10 0.86 0.31 0.188
H -2.508 -5.894 -1.425 0.03 0.81 0.45 0.244
H -2.499 -2.810 -2.985 1.21 0.22 0.48 0.426
H -3.633 -1.128 -4.253 1.59 1.18 0.08 0.315
H -2.418 -0.315 -5.385 -0.45 -0.10 1.67 0.312
H -2.835 1.966 -4.370 -0.38 -1.69 1.15 0.383
H -4.412 1.098 -3.952 2.05 -0.16 -0.28 0.432
H -3.765 0.666 -1.767 0.72 0.66 -0.75 0.241
H -3.425 2.237 -2.120 0.45 -0.74 0.15 0.270
C -1.302 1.067 1.516 0.16 0.91 -0.07 0.052
C -0.860 -0.376 1.211 0.64 0.50 0.90 0.659
C -1.985 -1.404 1.136 -0.50 -0.63 -0.08 0.111
F -2.649 -1.521 2.300 0.24 -0.04 -0.28 -0.227
F -1.487 -2.641 0.859 0.38 0.15 -0.11 -0.051
F 0.085 -0.750 2.107 -0.38 -0.16 -0.19 -0.243
F -0.233 -0.353 -0.003 -0.49 -0.05 -0.04 0.000
O -1.176 1.499 2.875 -0.91 -1.20 0.32 -0.505
C -2.255 1.189 3.740 0.12 1.19 -1.28 0.750
C -1.844 0.257 4.886 0.23 -0.50 0.73 0.183
F -1.371 -0.923 4.419 0.00 0.31 -0.14 -0.192
F -2.904 -0.036 5.677 -0.01 0.36 -0.37 -0.257
F -3.291 0.711 3.020 -0.02 0.01 0.54 -0.282
F -2.671 2.373 4.250 0.26 -0.52 0.25 -0.294
H -0.615 1.716 0.967 0.05 -0.37 0.20 -0.573
H -2.288 1.299 1.103 0.06 -0.30 0.13 0.546
H -2.702 -1.153 0.348 0.09 0.13 -0.04 0.100
H -1.066 0.712 5.502 -0.03 0.19 -0.14 0.275
C 0.959 7.150 -2.461 -0.85 0.44 0.14 -0.882
C 1.577 6.012 -3.297 -0.13 0.84 -0.58 0.927
C 2.733 5.266 -2.633 0.55 -0.63 0.11 0.230
F 3.783 6.069 -2.377 -0.19 -0.15 -0.13 -0.231
F 3.197 4.285 -3.452 -0.34 -0.03 -0.14 -0.285
F 1.937 6.498 -4.511 0.15 -0.21 0.30 -0.290
F 0.580 5.107 -3.539 0.20 -0.03 0.27 -0.230
O 1.396 8.478 -2.767 1.46 -0.49 0.32 -0.411
C 2.584 8.917 -2.133 -1.68 -0.34 0.61 0.766
C 3.706 9.226 -3.130 0.65 0.16 -0.60 0.200
F 4.037 8.134 -3.857 -0.30 0.14 0.17 -0.214
F 4.832 9.619 -2.485 -0.43 -0.02 0.25 -0.250
F 2.950 8.025 -1.190 0.34 0.46 -0.12 -0.274
F 2.251 10.048 -1.465 0.39 -0.08 -0.45 -0.294
H -0.109 7.160 -2.704 0.24 0.00 -0.21 0.457
H 0.993 6.946 -1.387 0.30 -0.07 -0.20 0.351
H 2.416 4.796 -1.698 -0.17 0.08 -0.04 0.174
H 3.409 10.016 -3.823 -0.20 0.03 0.14 0.246
C 0.055 -5.274 5.513 -0.46 -0.11 0.84 -0.871
C 0.995 -4.264 4.826 0.48 -0.50 0.75 0.948
C 0.764 -4.064 3.329 -0.02 0.63 -0.54 0.333
F 0.956 -5.197 2.622 0.06 0.11 -0.03 -0.274
F 1.641 -3.153 2.831 0.06 0.06 0.26 -0.268
F 2.281 -4.610 5.080 -0.20 0.06 -0.34 -0.286
F 0.804 -3.058 5.442 -0.29 -0.08 -0.44 -0.297
O 0.574 -6.593 5.717 0.25 -0.17 -1.63 -0.411
C 0.444 -7.499 4.637 -1.22 0.82 1.29 0.761
C 1.799 -7.965 4.092 0.75 -0.25 -0.21 0.193
F 2.535 -6.924 3.637 -0.24 -0.06 0.21 -0.198
F 1.635 -8.811 3.045 -0.37 0.10 0.22 -0.254
F -0.347 -6.961 3.686 0.26 -0.52 -0.15 -0.262
F -0.234 -8.564 5.127 0.57 0.02 -0.26 -0.294
H -0.110 -4.894 6.526 0.28 -0.03 -0.15 0.468
H -0.942 -5.292 5.062 0.29 0.01 -0.21 0.365
H -0.247 -3.695 3.129 -0.03 -0.02 0.18 0.059
H 2.378 -8.476 4.864 -0.20 0.02 0.13 0.248